{"formula": "C84H168O42", "method": "wB97M-V/def2-TZVPD", "energy_ha": -6461.651781, "charge": 0, "gap_ha": 0.3796, "fmax_ev_per_a": 5.01, "elements": ["O", "C", "O", "C", "C", "C", "H", "H", "H", "H", "H", "H", "H", "H", "O", "C", "O", "C", "C", "C", "H", "H", "H", "H", "H", "H", "H", "H", "O", "C", "O", "C", "C", "C", "H", "H", "H", "H", "H", "H", "H", "H", "O", "C", "O", "C", "C", "C", "H", "H", "H", "H", "H", "H", "H", "H", "O", "C", "O", "C", "C", "C", "H", "H", "H", "H", "H", "H", "H", "H", "O", "C", "O", "C", "C", "C", "H", "H", "H", "H", "H", "H", "H", "H", "O", "C", "O", "C", "C", "C", "H", "H", "H", "H", "H", "H", "H", "H", "O", "C", "O", "C", "C", "C", "H", "H", "H", "H", "H", "H", "H", "H", "O", "C", "O", "C", "C", "C", "H", "H", "H", "H", "H", "H", "H", "H", "O", "C", "O", "C", "C", "C", "H", "H", "H", "H", "H", "H", "H", "H", "O", "C", "O", "C", "C", "C", "H", "H", "H", "H", "H", "H", "H", "H", "O", "C", "O", "C", "C", "C", "H", "H", "H", "H", "H", "H", "H", "H", "O", "C", "O", "C", "C", "C", "H", "H", "H", "H", "H", "H", "H", "H", "O", "C", "O", "C", "C", "C", "H", "H", "H", "H", "H", "H", "H", "H", "O", "C", "O", "C", "C", "C", "H", "H", "H", "H", "H", "H", "H", "H", "O", "C", "O", "C", "C", "C", "H", "H", "H", "H", "H", "H", "H", "H", "O", "C", "O", "C", "C", "C", "H", "H", "H", "H", "H", "H", "H", "H", "O", "C", "O", "C", "C", "C", "H", "H", "H", "H", "H", "H", "H", "H", "O", "C", "O", "C", "C", "C", "H", "H", "H", "H", "H", "H", "H", "H", "O", "C", "O", "C", "C", "C", "H", "H", "H", "H", "H", "H", "H", "H", "O", "C", "O", "C", "C", "C", "H", "H", "H", "H", "H", "H", "H", "H"], "coordinates": [[13.48933, 17.18110, 23.10192], [14.03881, 16.11310, 23.42273], [13.61422, 15.36988, 24.53104], [12.61857, 15.78378, 25.42854], [13.12861, 16.67778, 26.57331], [15.14602, 15.54726, 22.56374], [12.16976, 14.93740, 25.94843], [11.80768, 16.30504, 24.91976], [13.23179, 16.04498, 27.45479], [12.31764, 17.37245, 26.79207], [14.02791, 17.26066, 26.37427], [16.08544, 15.22576, 23.01342], [15.29528, 16.18836, 21.69494], [14.68213, 14.65932, 22.13423], [17.92353, 17.37367, 27.01652], [17.15579, 16.43570, 27.12677], [16.36899, 16.12806, 28.20859], [16.21581, 17.05270, 29.27220], [15.20822, 16.56638, 30.30836], [17.00351, 15.35754, 26.05298], [15.90298, 17.96999, 28.77335], [17.09383, 17.34302, 29.84917], [15.05998, 17.38660, 31.01076], [15.52998, 15.69448, 30.87791], [14.24595, 16.38427, 29.82984], [17.40214, 14.36836, 26.27816], [17.54246, 15.73548, 25.18418], [15.94155, 15.23712, 25.83887], [16.91191, 20.02423, 18.57655], [16.22713, 20.25026, 17.55770], [16.08002, 21.39746, 16.93940], [16.77853, 22.48682, 17.41482], [16.11141, 23.27700, 18.56663], [15.45590, 19.10400, 16.91775], [16.93844, 23.17474, 16.58458], [17.79621, 22.20088, 17.68062], [16.11006, 22.66500, 19.46860], [15.10247, 23.50224, 18.22107], [16.65567, 24.20018, 18.76567], [14.42273, 19.43720, 16.81962], [15.46818, 18.22392, 17.56073], [15.91116, 18.81612, 15.97014], [21.00846, 12.47452, 23.06784], [20.99522, 11.33420, 22.58351], [21.08636, 11.03828, 21.29690], [21.23951, 12.05564, 20.32907], [22.66761, 12.67922, 20.27876], [20.70677, 10.11160, 23.50519], [20.49606, 12.80322, 20.60563], [20.97846, 11.62162, 19.36388], [22.78064, 13.28144, 21.18023], [22.89007, 13.33444, 19.43656], [23.41744, 11.89030, 20.22008], [21.50294, 9.87267, 24.21026], [20.43495, 9.27657, 22.85948], [19.76782, 10.22294, 24.04748], [26.46099, 19.18964, 20.78748], [25.79228, 18.77302, 19.79266], [24.56525, 18.24580, 19.96234], [23.94852, 18.14694, 21.25442], [23.36034, 19.50260, 21.72780], [26.28420, 18.83528, 18.33808], [24.59626, 17.61241, 21.94927], [23.13343, 17.43442, 21.12779], [24.07811, 20.18186, 22.18770], [22.54399, 19.32938, 22.42899], [22.82294, 19.99506, 20.91739], [27.07473, 19.58388, 18.28556], [25.41880, 19.07318, 17.71954], [26.66779, 17.87273, 17.99977], [14.18277, 13.27128, 10.98766], [14.78499, 13.22244, 12.05914], [15.75747, 14.07562, 12.47895], [16.18439, 15.19118, 11.70518], [16.81466, 16.23196, 12.64725], [14.48730, 12.15616, 13.07182], [15.33372, 15.64348, 11.19538], [16.88365, 14.82184, 10.95503], [16.15229, 16.41642, 13.49303], [17.07707, 17.22564, 12.28416], [17.76858, 15.83136, 12.99025], [14.04528, 11.29338, 12.57349], [13.74491, 12.52530, 13.77942], [15.31950, 11.73218, 13.63377], [20.96313, 17.74496, 16.90903], [21.25018, 17.28311, 18.02691], [20.86986, 17.80874, 19.14999], [20.08570, 19.06108, 19.12151], [19.43442, 19.14404, 20.54331], [22.07175, 16.03160, 18.11471], [19.34580, 19.09555, 18.32185], [20.79602, 19.88488, 19.05177], [20.08992, 19.10104, 21.41312], [18.75832, 18.32210, 20.77865], [18.86202, 20.06416, 20.66099], [21.54521, 15.22796, 17.59989], [22.17045, 15.76044, 19.16582], [23.05303, 16.24081, 17.68878], [15.82767, 11.26566, 16.01327], [16.89279, 10.69398, 16.17556], [18.11872, 11.23272, 16.29980], [18.22511, 12.64518, 16.27629], [18.22067, 13.18140, 14.86283], [16.96856, 9.18304, 16.38431], [19.15435, 12.82380, 16.81730], [17.52533, 13.11356, 16.96840], [18.95191, 12.64092, 14.26179], [18.28237, 14.26928, 14.89177], [17.24689, 13.09256, 14.38123], [15.95583, 8.78074, 16.40951], [17.51130, 8.98160, 17.30787], [17.48862, 8.73152, 15.53946], [19.59828, 22.95012, 15.16742], [19.49502, 22.03830, 14.29243], [19.65650, 22.18298, 12.96493], [19.87853, 23.41038, 12.37626], [19.25598, 23.48798, 10.94914], [19.28882, 20.61238, 14.65473], [20.94854, 23.61750, 12.36015], [19.48217, 24.20178, 13.01239], [18.16834, 23.52606, 11.01001], [19.58784, 22.64944, 10.33692], [19.53528, 24.41626, 10.45077], [19.07881, 20.65614, 15.72341], [20.19343, 20.04766, 14.42916], [18.42107, 20.31420, 14.06635], [13.08849, 19.93248, 18.79624], [13.30278, 20.43054, 19.90761], [12.65079, 21.53418, 20.46987], [11.58633, 22.10492, 19.72780], [12.11771, 23.28670, 18.96088], [14.36972, 19.86122, 20.80460], [10.84697, 22.46416, 20.44361], [10.99728, 21.47034, 19.06565], [11.30393, 23.82184, 18.47152], [12.85409, 23.06970, 18.18709], [12.62011, 23.94764, 19.66716], [15.30454, 19.93820, 20.24937], [14.05513, 18.88231, 21.16639], [14.44087, 20.59111, 21.61100], [17.57068, 12.36458, 24.49080], [16.69434, 11.67296, 25.03159], [16.86879, 11.04546, 26.12305], [18.09854, 10.99880, 26.74738], [17.93004, 9.94662, 27.85543], [15.28430, 11.59352, 24.46197], [18.29579, 11.98068, 27.17761], [18.94530, 10.66074, 26.15004], [18.87613, 9.61100, 28.28014], [17.47220, 9.05180, 27.43381], [17.20996, 10.31922, 28.58396], [14.82372, 10.66670, 24.80396], [15.23531, 11.56486, 23.37345], [14.63843, 12.39966, 24.80994], [23.67599, 10.16614, 24.85889], [24.76678, 10.26868, 24.27972], [25.39216, 11.33706, 23.87085], [24.72305, 12.55498, 24.02469], [25.57509, 13.69638, 23.68273], [25.49509, 9.01764, 23.84174], [24.51453, 12.66470, 25.08892], [23.79736, 12.47860, 23.45429], [25.98549, 13.53750, 22.68552], [26.31218, 13.80960, 24.47770], [24.90124, 14.55314, 23.68142], [24.95936, 8.13876, 24.20040], [26.44906, 9.00048, 24.36877], [25.69120, 9.04658, 22.76992], [20.74026, 20.92242, 24.22841], [20.69883, 21.48964, 25.32923], [21.49714, 22.46824, 25.83278], [22.63416, 22.93392, 25.12661], [23.76343, 21.90546, 25.16750], [19.65820, 21.06646, 26.28943], [23.00613, 23.86876, 25.54589], [22.31465, 23.18164, 24.11436], [24.60219, 22.34286, 24.62595], [23.50008, 20.95128, 24.71115], [24.01741, 21.67366, 26.20184], [19.58000, 19.98194, 26.36555], [18.68249, 21.39450, 25.93100], [19.84135, 21.58948, 27.22804], [10.72534, 16.43010, 16.78881], [10.59697, 17.14716, 17.78662], [11.11053, 16.89128, 18.94011], [12.11201, 15.92800, 19.08805], [13.55026, 16.52126, 19.19216], [9.82535, 18.42678, 17.83782], [12.20214, 15.31516, 18.19117], [11.82568, 15.20852, 19.85517], [13.73570, 17.13800, 18.31275], [14.27507, 15.71414, 19.08581], [13.63877, 17.00014, 20.16732], [10.34955, 19.35249, 18.07530], [9.02491, 18.20080, 18.54231], [9.24578, 18.50796, 16.91825], [22.76505, 9.22822, 14.55816], [23.28293, 10.18694, 14.02147], [22.92240, 11.50614, 14.10113], [21.91317, 11.99104, 14.98526], [22.41248, 12.12396, 16.44848], [24.52808, 10.07201, 13.17729], [20.92437, 11.53288, 14.96374], [21.65945, 13.00776, 14.68523], [22.73711, 11.18472, 16.89628], [21.57213, 12.42580, 17.07364], [23.12258, 12.91354, 16.69431], [25.06228, 11.01938, 13.24943], [24.21967, 9.91204, 12.14415], [25.13043, 9.18408, 13.36928], [15.55497, 13.49494, 19.63745], [15.23747, 12.32996, 19.42014], [16.07534, 11.24868, 19.51926], [17.40116, 11.37920, 20.03587], [17.30076, 11.26102, 21.55168], [13.82119, 11.94264, 19.21331], [17.86129, 12.34236, 19.81514], [18.00966, 10.60042, 19.57620], [16.85114, 12.16386, 21.96499], [18.24849, 11.26784, 22.09007], [16.62417, 10.45001, 21.82111], [13.72031, 11.11756, 18.50821], [13.28833, 12.79354, 18.78891], [13.33169, 11.71858, 20.16109], [12.92050, 14.13096, 15.28250], [13.80335, 15.00684, 15.40953], [13.81131, 16.18584, 14.79597], [12.97682, 16.45945, 13.72344], [12.71642, 17.97244, 13.63395], [15.11680, 14.70686, 16.12463], [12.04981, 15.91656, 13.90790], [13.34583, 16.02256, 12.79551], [12.56995, 18.33326, 14.65201], [11.87659, 18.27180, 13.00691], [13.60207, 18.47681, 13.24754], [15.51540, 13.70796, 15.94734], [14.86434, 14.62370, 17.18172], [15.88441, 15.46748, 15.98206], [23.88948, 15.16696, 15.34811], [23.72697, 14.96738, 14.15029], [22.75620, 15.50368, 13.37317], [21.77377, 16.32281, 13.94285], [20.62305, 15.53378, 14.57413], [24.77478, 14.15462, 13.35193], [21.43763, 16.92894, 13.10159], [22.22240, 17.01452, 14.65585], [20.87047, 15.00788, 15.49626], [20.27748, 14.80198, 13.84397], [19.85206, 16.20475, 14.95292], [24.34359, 13.73480, 12.44313], [25.13108, 13.24078, 13.82735], [25.56572, 14.84154, 13.05083], [16.14008, 22.48164, 23.04054], [17.13707, 21.87992, 22.59453], [17.45583, 20.64702, 22.77951], [16.67253, 19.90826, 23.70347], [17.31222, 18.50289, 23.56931], [18.14805, 22.58272, 21.70611], [15.61958, 19.91916, 23.42191], [16.74697, 20.27676, 24.72659], [18.39536, 18.53267, 23.45087], [16.96155, 18.01860, 22.65794], [17.08575, 17.95390, 24.48332], [19.18188, 22.48860, 22.03841], [17.95263, 23.64836, 21.58650], [18.07229, 22.10248, 20.73055], [19.00667, 14.33094, 18.99847], [18.33745, 15.29480, 19.25689], [18.11117, 15.80108, 20.51446], [18.60386, 15.11112, 21.66686], [20.03721, 15.53896, 21.93442], [17.70984, 16.09352, 18.13971], [18.42033, 14.03908, 21.59498], [18.11547, 15.36062, 22.60884], [20.41431, 15.04352, 22.82909], [20.11890, 16.60424, 22.15026], [20.69224, 15.30364, 21.09557], [18.12989, 17.09908, 18.11773], [16.62976, 16.17906, 18.25890], [17.95188, 15.70418, 17.15081], [20.28762, 14.77462, 27.47030], [20.98882, 14.53190, 26.45654], [21.47682, 15.45102, 25.55342], [21.19544, 16.82444, 25.70235], [21.94936, 17.59377, 24.67192], [21.37889, 13.13472, 26.07078], [21.57417, 17.13602, 26.67578], [20.16218, 17.16726, 25.64796], [21.84370, 18.62786, 24.99994], [21.68943, 17.44455, 23.62394], [23.01385, 17.35932, 24.67237], [21.58226, 12.55670, 26.97224], [22.23958, 13.11596, 25.40223], [20.55357, 12.74642, 25.47396]], "forces_ev_per_angstrom": [[1.014, -2.522, 1.091], [-1.799, 2.775, 0.535], [1.920, -0.573, -1.897], [-0.649, 1.561, 0.561], [-0.598, -0.183, 0.018], [-0.925, -0.827, -0.094], [0.269, -0.512, -0.705], [0.160, -0.038, -0.365], [0.514, 0.248, 0.086], [0.109, 0.188, 0.127], [-0.004, -0.206, -0.134], [-0.323, 0.234, 0.354], [0.169, 0.244, 0.419], [0.184, -0.435, -0.086], [-1.412, -0.596, 0.637], [0.893, -0.780, 0.243], [0.897, -0.318, -0.658], [-0.312, 1.045, 0.447], [-0.261, 0.343, -0.680], [-0.121, 0.756, 0.012], [-0.352, 0.267, 0.369], [0.731, -0.522, -0.605], [0.013, 0.000, 0.085], [0.094, -0.027, -0.246], [-0.045, -0.234, 0.112], [0.128, 0.243, 0.476], [-0.147, -0.134, -0.098], [-0.027, -0.014, -0.175], [-1.003, 1.415, -2.021], [0.907, -2.880, 2.207], [-1.001, -0.748, -0.530], [1.872, 2.606, 0.915], [0.097, -1.083, -0.823], [0.023, 0.517, 0.221], [-0.348, -0.160, -0.245], [-0.015, -0.258, 0.259], [-0.288, 0.122, 0.062], [-0.086, 0.152, 0.415], [0.006, -0.067, -0.121], [0.027, -0.183, -0.400], [0.153, 0.314, 0.120], [-0.192, 0.235, -0.201], [0.354, -1.791, -1.598], [-0.916, 1.427, 2.827], [0.594, -1.394, 0.296], [0.419, 1.647, -0.528], [-0.645, -0.428, 0.522], [-0.508, -0.037, -1.457], [0.097, 0.345, -0.422], [-0.072, -0.173, 0.193], [0.311, -0.140, 0.088], [-0.625, -0.040, -0.198], [0.024, -0.086, 0.282], [0.086, 0.181, -0.318], [0.666, -0.330, -0.039], [0.126, 0.845, 0.178], [-2.058, -1.335, -3.438], [1.940, 1.122, 3.638], [0.402, -0.055, -1.173], [-0.491, 0.467, 0.399], [-0.072, -0.740, 0.040], [-0.746, -0.040, 1.006], [0.438, 0.659, 0.161], [-0.189, 0.190, -0.466], [0.071, -0.132, -0.216], [0.206, -0.195, 0.380], [0.399, 0.035, -0.345], [-0.206, -0.079, -0.064], [0.185, 0.152, -0.155], [-0.012, -0.054, 0.214], [1.459, 0.684, 1.722], [-0.753, -0.342, -1.581], [-0.387, -0.411, 0.540], [-0.268, 1.046, -0.505], [0.346, -0.677, 0.371], [-0.138, -0.714, 0.119], [-0.114, -0.223, -0.139], [0.050, 0.157, -0.049], [-0.004, -0.242, 0.134], [-0.354, -0.196, -0.839], [-0.037, -0.087, 0.423], [-0.165, 0.273, -0.270], [0.088, 0.128, 0.114], [0.223, 0.645, 0.015], [0.189, -0.307, 1.720], [-0.192, 0.216, -3.599], [-0.656, 0.803, 0.890], [0.052, -0.309, 2.376], [-0.304, -0.138, -0.368], [-0.177, 0.237, 1.083], [0.229, -0.245, 0.075], [0.019, -0.075, -0.442], [0.806, 0.263, -0.416], [-0.275, -0.100, -0.666], [0.031, -0.074, -0.288], [0.224, 0.094, -0.154], [0.175, -0.157, -0.012], [-0.131, -0.255, -0.167], [1.565, 0.219, 0.062], [-1.034, -1.004, 0.581], [-0.914, -0.537, -0.104], [0.554, 0.680, 0.489], [-1.047, 0.209, 0.340], [-0.163, 0.566, -0.404], [0.359, 0.110, -0.428], [-0.632, -0.112, -0.343], [0.190, 0.515, -0.078], [0.855, -0.018, -0.100], [-0.136, -0.611, 0.080], [0.138, 0.091, 0.143], [-0.025, -0.118, -0.109], [0.185, -0.042, 0.107], [-0.511, -2.502, -3.459], [1.294, 2.959, 2.552], [-0.654, -1.587, 0.776], [0.048, 2.329, -0.974], [0.272, -0.053, 1.004], [-0.449, 0.772, 0.218], [0.185, -0.224, -0.252], [-0.266, 0.020, 0.006], [-0.013, -0.349, 0.034], [-0.120, 0.006, 0.022], [0.297, -0.008, 0.138], [-0.003, -0.597, -0.108], [-0.248, -0.177, -0.004], [0.118, -0.645, 0.139], [-0.393, 1.722, 2.054], [-0.449, -0.592, -1.444], [0.620, -2.485, -0.977], [-0.585, 0.959, -0.512], [0.168, 0.644, -0.124], [-0.599, 1.837, 0.250], [0.229, 0.005, 0.327], [0.660, -0.756, 0.066], [-0.060, 0.105, 0.090], [-0.095, -0.503, 0.022], [-0.106, 0.211, -0.019], [0.037, -0.731, 0.020], [0.376, 0.020, -0.097], [0.154, -0.370, 0.445], [-1.039, -1.140, 0.833], [0.596, 3.338, -3.688], [-1.580, -1.796, 0.881], [1.619, -0.713, 2.164], [-0.400, 0.102, -0.358], [-0.234, -0.909, 0.379], [0.359, 0.036, -0.116], [-0.316, 0.433, -0.681], [-0.058, 0.442, 0.234], [0.007, -0.025, -0.221], [0.335, -0.071, 0.340], [-0.069, -0.022, 0.117], [0.456, 0.272, 0.155], [0.292, 0.221, 0.104], [1.945, 1.376, -0.813], [-2.159, -2.869, 0.378], [0.963, -0.116, -0.286], [-1.476, 0.068, 1.340], [0.140, 0.377, -0.554], [0.374, 0.178, 0.819], [-0.674, -0.166, 0.036], [-0.140, 0.302, 0.067], [0.378, 0.395, 0.094], [0.328, 0.222, -0.449], [0.284, 0.278, -0.079], [-0.152, 0.140, -0.460], [0.266, 0.051, -0.197], [-0.104, -0.195, 0.094], [1.031, 1.900, 1.647], [0.035, -1.372, -2.060], [-0.860, -0.512, 0.221], [0.524, -0.593, -1.072], [-0.376, 0.154, -0.148], [-0.488, 0.731, 0.875], [-0.504, -0.093, 0.512], [0.167, -0.232, -0.227], [0.231, -0.216, 0.181], [-0.160, 0.163, -0.244], [0.230, 0.268, 0.020], [0.315, 0.080, 0.152], [-0.007, 0.128, -0.172], [-0.197, -0.491, 0.241], [-0.208, 1.251, 1.548], [0.147, -0.398, -3.618], [0.691, 0.320, 2.462], [1.997, -1.619, -1.272], [-1.310, -0.532, 0.382], [-1.640, -0.540, -0.627], [-0.666, -0.020, -0.278], [0.121, 0.492, 0.459], [-0.231, 0.546, 0.388], [-0.094, -0.272, 0.453], [0.457, 0.402, -0.350], [0.211, -0.436, 0.134], [0.110, 0.486, 0.611], [0.471, 0.269, -0.283], [-0.136, 1.620, -0.331], [0.168, -0.899, 0.763], [-0.230, -0.739, -0.182], [0.091, 1.066, 1.680], [-0.677, -0.279, 0.315], [-0.305, 0.208, -0.532], [0.418, -1.040, -0.224], [0.505, 0.027, -0.531], [0.182, -0.119, -0.289], [-0.498, -0.069, -0.107], [0.432, -0.100, -0.811], [0.293, -0.331, -0.166], [-0.145, 0.357, -0.180], [-0.098, 0.263, 0.623], [0.341, -1.516, -0.451], [1.111, 0.807, 1.369], [-1.032, 0.800, -0.804], [0.403, 0.535, 0.950], [-0.221, 0.574, 0.064], [-0.572, -0.025, -0.957], [-0.224, 0.070, -0.434], [-0.224, -0.098, 0.001], [-0.272, 0.178, -0.257], [0.141, -0.599, -0.253], [0.419, -0.317, 0.129], [0.022, -0.138, 0.251], [0.092, 0.040, 0.001], [0.236, -0.227, 0.064], [1.969, 2.668, 0.360], [-0.938, -3.539, -1.079], [1.758, 0.393, 1.014], [-2.629, 0.096, -0.847], [0.820, -0.397, 0.314], [-0.671, 0.317, 0.788], [-0.280, 0.184, -0.024], [0.522, 0.118, -0.039], [-0.239, 0.080, -0.039], [-0.043, -0.396, 0.066], [0.089, 0.074, -0.033], [-0.323, -0.003, -0.715], [0.111, 0.332, 0.303], [-0.210, -0.003, -0.054], [-0.946, -0.027, -1.571], [1.329, -0.198, 1.018], [1.513, -1.547, -0.091], [-0.773, 0.949, 1.035], [0.429, 0.170, 0.000], [-1.295, -0.059, -0.705], [-0.295, -0.104, 0.034], [0.008, -0.129, 0.207], [0.634, -0.179, -0.138], [-0.373, 0.163, 0.079], [-0.224, 0.176, -0.620], [-0.243, 0.455, -0.231], [0.151, 0.652, 0.775], [0.145, -0.162, 0.225], [1.903, -1.878, -0.583], [-1.533, 4.266, -0.001], [0.095, -0.532, 0.400], [0.576, -1.941, -0.149], [-0.685, 0.347, 0.387], [-0.033, 0.050, -0.268], [0.085, -0.019, -0.050], [0.247, 0.330, -0.133], [0.068, 0.439, 0.316], [-0.319, -0.211, 0.170], [-0.066, -0.403, -0.250], [-0.089, -0.375, 0.212], [-0.367, -0.195, 0.153], [0.140, 0.049, -0.186], [0.398, -0.551, 0.729], [-0.157, 0.492, 0.254], [-0.813, -0.082, -1.034], [1.162, -0.165, 0.500], [0.417, -0.502, 0.002], [-0.039, 0.733, 0.245], [0.458, -0.123, -0.425], [-0.938, 0.670, -0.579], [0.028, -0.275, -0.053], [-0.329, 0.120, -0.267], [0.073, -0.013, -0.005], [-0.119, 0.229, 0.357], [0.051, -0.015, 0.097], [-0.009, -0.519, 0.308], [2.100, -0.008, -3.279], [-1.382, 0.855, 2.077], [-1.068, -1.626, 0.690], [0.327, 0.872, 0.550], [1.060, 0.286, -0.230], [0.273, 0.425, -0.194], [-0.148, -0.001, 0.215], [-0.436, -0.932, 0.128], [0.022, 0.250, -0.631], [-0.694, 0.117, 0.151], [0.193, -0.044, 0.388], [-0.253, -0.056, -0.150], [-0.061, 0.071, 0.146], [-0.084, -0.277, 0.181]], "mulliken_charge": [-0.65, 0.05, -0.19, -0.47, -0.77, 1.15, 0.34, 0.32, 0.27, 0.39, 0.12, -0.26, -0.55, 0.29, -0.57, 0.18, -0.26, -0.23, -1.24, 1.35, 0.32, 0.36, 0.40, 0.31, 0.24, -0.33, -0.58, -0.01, 0.29, -0.20, -0.34, -0.21, -0.89, -0.25, 0.52, 0.15, -0.02, 0.18, 0.45, 0.31, -0.61, 0.58, 0.05, 0.99, -0.46, 0.89, -1.20, -0.99, -0.58, 0.45, 0.20, 0.01, 0.49, 0.19, 0.42, -0.17, -0.63, 0.72, -0.06, 0.00, -0.61, -1.09, 0.44, -0.23, 0.53, -0.07, 0.19, 0.33, 0.28, 0.28, -0.64, 0.65, -0.11, -0.66, -0.19, -0.47, 0.37, 0.43, -0.16, 0.50, -0.16, 0.46, 0.01, -0.01, -0.73, 0.00, 0.57, -0.86, 1.41, 0.71, -0.21, 0.58, -0.06, -0.59, -0.52, -0.71, -0.29, 0.51, -0.51, 0.77, -0.42, 2.06, 0.46, -1.52, -0.37, -0.87, 0.43, -0.57, -0.55, 0.37, 0.27, 0.40, -0.64, 0.45, -0.26, -0.32, -1.12, -0.25, 0.32, 0.34, 0.29, 0.30, 0.37, -0.09, 0.31, 0.31, -0.39, -0.07, -0.33, 0.10, -1.07, 0.92, 0.41, -0.07, 0.47, 0.15, 0.31, -0.63, -0.20, 0.34, -0.03, 0.74, -0.35, 0.45, -1.55, -0.85, 0.16, -0.07, 0.41, 0.38, 0.34, 0.38, 0.07, 0.14, -0.62, 0.79, -0.37, 0.74, -1.32, -1.22, 0.29, -0.32, 0.34, 0.40, 0.25, 0.35, 0.35, 0.31, -0.33, 0.43, -0.40, -0.23, -0.78, -0.33, 0.33, 0.25, 0.39, 0.00, 0.32, -0.07, 0.11, 0.38, -0.59, 0.94, -0.31, -1.10, 1.61, -0.98, 0.45, 0.35, -0.11, -0.71, -0.35, -0.09, 0.39, 0.40, -0.57, 0.70, -0.24, 0.02, -0.38, -0.91, 0.31, -0.30, 0.62, -0.32, 0.23, 0.13, 0.29, 0.36, 0.12, 0.25, -0.39, 0.82, -0.14, -1.19, -0.80, 0.47, -0.52, -0.33, 0.73, 0.33, 0.10, 0.31, -0.75, -0.25, 0.30, -0.33, -1.11, 2.75, 0.46, 0.12, 0.14, 0.37, 0.31, -0.70, -1.00, -0.11, -0.51, 0.79, -0.40, -0.86, 0.03, -1.16, 0.32, 0.40, -0.45, 0.69, 0.29, 0.34, 0.18, 0.43, -0.67, 0.52, 0.72, -1.16, 1.47, -0.56, 0.31, 0.44, -0.34, -0.49, -0.12, 0.08, 0.38, -0.28, 0.18, 0.03, 0.62, 0.53, 0.76, 0.20, -0.43, -0.65, 0.20, -0.33, -0.84, -0.42, -0.01, -0.21, -0.72, 0.55, -0.07, -0.01, -0.36, 0.44, 0.53, -0.17, 0.10, -0.33, 0.41, 0.54, -0.46, -0.53]}